Entry 1:
The following is a quantum chemistry calculation of a 12-piece molecular cluster, C4H33N2O14 overall in a non-equilibrium geometry, from the OMol25 dataset.

```
53
Properties=species:S:1:pos:R:3
N -0.937 1.661 -1.251
C 0.011 1.667 -0.185
C 0.638 0.206 0.052
N 0.922 -0.086 1.439
C -0.191 -0.074 2.460
C -1.210 -1.109 2.378
O -2.164 -0.923 1.301
O 1.764 0.026 -0.709
H -1.829 1.113 -1.237
H -0.556 1.512 -2.128
H 0.843 2.351 -0.491
H -0.532 2.120 0.750
H 1.430 -0.937 1.620
H -0.727 0.983 2.341
H 0.146 0.187 3.511
H -0.996 -2.178 2.358
H -1.737 -0.839 3.398
H 0.462 -3.814 1.165
H 0.436 -2.414 0.311
O 0.956 -3.198 0.548
H -1.613 -0.903 0.272
H -3.024 -2.441 -2.737
O -2.431 -2.130 -2.082
H -2.511 0.847 1.372
H -2.538 2.037 0.293
O -2.647 1.779 1.265
H -0.106 -1.296 -1.242
H -1.650 -1.514 -2.283
O -0.283 -0.980 -0.326
H 2.876 1.804 -0.838
H 3.104 3.092 -1.727
O 3.340 2.732 -0.851
H 2.967 -3.206 0.598
H 3.077 -1.880 0.056
O 3.576 -2.509 0.463
H 1.856 -0.785 -3.511
H 1.542 0.014 -2.146
O 1.332 -0.070 -3.187
H 2.601 2.366 1.998
H 1.497 3.309 2.611
O 2.553 3.172 2.570
H 1.790 -2.653 -1.105
H 2.552 -1.427 -1.750
O 2.026 -2.302 -1.952
H -0.130 -0.451 -3.777
H -1.417 0.508 -3.862
O -1.159 -0.437 -3.909
H -0.215 2.609 3.338
H -1.704 2.840 2.733
O -1.045 3.105 3.411
H -3.678 -0.925 -1.129
H -3.500 -0.445 0.334
O -3.767 -0.111 -0.532
```

Values from the calculation:
Energy above the lowest of the compared OMol25 structures with the same formula, charge and spin = 6.649 eV
Charge = -1
HOMO energy = -6.3 eV
HOMO-LUMO gap = 8.81 eV
DFT total energy = -1335.0601 hartree

Atomic partial charges in e from the Löwdin method, atoms 1 to 2: number 1, N, carries 0.01; number 2, C, carries -0.15


Entry 2:
The following is a quantum chemistry calculation of C19H54B3N6O7P3 as an isolated structure in a non-equilibrium geometry, from the OMol25 dataset.

```
92
Properties=species:S:1:pos:R:3
C 3.427 -3.601 3.248
C 3.413 -2.734 4.525
C 3.321 -1.230 4.194
C 1.879 -0.690 4.342
C 1.418 0.268 3.237
C 1.659 -0.198 1.788
C 0.394 -0.666 1.030
B -0.161 -2.057 1.461
O -0.602 -3.000 0.527
B -1.738 -3.598 1.020
O -2.488 -3.002 2.037
B -1.704 -2.370 2.993
P -2.313 -1.316 4.537
O -3.421 -2.212 5.362
O -3.243 -0.133 3.847
O -0.337 -2.446 2.796
H 2.417 -3.920 2.976
H 3.840 -3.051 2.404
H 3.997 -4.511 3.438
H 4.319 -2.936 5.102
H 2.581 -3.034 5.165
H 3.937 -0.721 4.941
H 3.778 -1.011 3.230
H 1.852 -0.127 5.279
H 1.185 -1.516 4.492
H 0.363 0.514 3.398
H 1.954 1.211 3.381
H 2.409 -0.982 1.695
H 2.039 0.666 1.237
H 0.679 -0.767 -0.021
H -0.436 0.047 1.094
H -2.090 -4.655 0.607
H -2.908 -2.732 5.989
H -2.756 0.259 3.112
O -2.632 3.244 -0.908
P -3.641 3.684 0.101
N -3.878 5.334 -0.336
C -4.388 6.364 0.551
C -4.471 5.506 -1.662
N -2.666 3.547 1.533
C -2.402 4.673 2.412
C -1.425 2.799 1.368
N -5.128 3.494 1.005
C -5.122 2.627 2.200
C -6.158 2.901 0.100
H -5.442 6.226 0.826
H -4.305 7.332 0.052
H -3.802 6.461 1.457
H -5.550 5.298 -1.673
H -3.986 4.849 -2.385
H -4.335 6.531 -2.010
H -1.791 5.448 1.930
H -1.873 4.326 3.303
H -3.322 5.122 2.789
H -0.640 3.393 0.884
H -1.586 1.901 0.776
H -1.046 2.479 2.345
H -4.679 1.646 2.014
H -6.152 2.479 2.529
H -4.606 3.088 3.036
H -5.892 1.882 -0.197
H -6.267 3.487 -0.814
H -7.129 2.873 0.591
O 4.766 -3.325 -3.445
P 3.690 -2.642 -4.223
N 4.117 -0.983 -4.025
C 3.201 0.135 -4.172
C 5.400 -0.635 -4.634
N 2.327 -3.065 -3.234
C 1.477 -2.067 -2.615
C 2.570 -4.125 -2.258
N 2.688 -2.425 -5.644
C 1.493 -3.275 -5.798
C 3.519 -2.698 -6.854
H 2.856 0.288 -5.203
H 3.709 1.050 -3.859
H 2.338 0.054 -3.523
H 5.337 -0.538 -5.727
H 6.152 -1.389 -4.398
H 5.761 0.318 -4.245
H 2.008 -1.487 -1.847
H 0.618 -2.550 -2.142
H 1.038 -1.386 -3.345
H 3.108 -3.759 -1.375
H 3.143 -4.941 -2.690
H 1.614 -4.538 -1.927
H 1.704 -4.336 -5.654
H 1.095 -3.137 -6.806
H 0.697 -2.984 -5.120
H 3.828 -3.747 -6.900
H 4.427 -2.093 -6.856
H 2.966 -2.463 -7.762
```

Values from the calculation:
Charge = 0
HOMO energy = -8.2 eV
HOMO-LUMO gap = 8.23 eV
DFT total energy = -2710.3893 hartree

Atomic partial charges in e from the Löwdin method, atoms 1 to 2: number 1, C, carries -0.10; number 2, C, carries -0.25


Entry 3:
The following is a quantum chemistry calculation of a 2-piece molecular cluster, C6H15NO3P overall in a non-equilibrium geometry, from the OMol25 dataset.

```
26
Properties=species:S:1:pos:R:3
C -1.472 -1.875 0.202
C 1.859 -0.615 -0.546
C -0.521 -0.048 2.410
C 1.046 1.399 1.438
C 0.074 -2.188 0.568
C 0.868 -0.872 0.596
N 0.427 0.049 1.493
O -0.717 0.590 -3.191
O -1.550 3.035 -2.999
O 0.557 2.298 -1.743
P -0.714 1.715 -2.273
H -1.969 -2.890 0.114
H -1.517 -1.327 -0.713
H -1.984 -1.334 1.103
H 2.245 -1.453 -1.110
H 1.409 -0.070 -1.306
H 2.730 -0.128 -0.170
H -1.169 -0.972 2.398
H -0.591 0.563 3.212
H -1.620 1.458 -1.294
H 0.711 2.081 2.257
H 2.179 1.202 1.390
H 0.957 1.983 0.574
H 0.574 -2.755 -0.123
H -0.034 -2.642 1.567
H -1.778 2.794 -3.855
```

Values from the calculation:
Energy above the lowest of the compared OMol25 structures with the same formula, charge and spin = 2.464 eV
Charge = -1
HOMO energy = -3.2 eV
HOMO-LUMO gap = 6.91 eV
DFT total energy = -859.4664 hartree

Atomic partial charges in e from the Löwdin method, atoms 1 to 2: number 1, C, carries -0.09; number 2, C, carries -0.04


Entry 4:
The following is a quantum chemistry calculation of C11H38N2O13 as an isolated structure in a non-equilibrium geometry, from the OMol25 dataset.

```
64
Properties=species:S:1:pos:R:3
C 2.410 -2.000 4.338
C 3.292 -1.143 3.470
O 3.357 -1.751 2.188
O 1.216 -2.443 3.659
H 2.115 -1.475 5.243
H 2.984 -2.901 4.616
H 4.265 -1.009 3.948
H 2.788 -0.162 3.382
H 3.804 -1.164 1.564
H 1.399 -3.055 2.940
C 3.683 -1.828 -2.535
C 4.541 -3.025 -2.818
O 4.089 -4.181 -2.116
O 3.849 -1.327 -1.203
H 2.630 -2.086 -2.722
H 3.878 -1.005 -3.245
H 5.552 -2.897 -2.441
H 4.496 -3.175 -3.903
H 3.160 -4.335 -2.314
H 2.962 -1.116 -0.870
C -1.847 3.307 -1.553
C -1.869 3.264 -3.051
O -2.960 3.983 -3.631
O -2.826 2.505 -0.907
H -1.910 4.349 -1.207
H -0.836 2.993 -1.268
H -1.830 2.235 -3.421
H -0.976 3.772 -3.420
H -3.761 3.451 -3.576
H -3.695 2.759 -1.240
C 0.269 2.641 2.940
C -0.845 2.666 1.913
O -1.197 1.382 1.401
O -0.067 2.063 4.227
H 0.685 3.644 3.045
H 1.052 2.008 2.483
H -0.501 3.176 1.017
H -1.726 3.139 2.374
H -1.281 0.683 2.080
H 0.228 2.693 4.887
C -4.089 -1.186 -1.075
C -3.344 -1.292 -2.389
O -2.609 -0.118 -2.643
O -5.139 -0.187 -1.181
H -3.415 -0.921 -0.262
H -4.530 -2.154 -0.808
H -4.076 -1.415 -3.202
H -2.707 -2.173 -2.474
H -3.208 0.616 -2.426
H -5.921 -0.650 -1.495
C 0.317 -0.509 -0.055
O 1.054 -0.885 -1.021
N -0.895 0.133 -0.250
N 0.654 -0.850 1.232
H -1.234 0.221 -1.201
H -1.294 0.715 0.473
H 0.101 -0.552 2.016
H 1.600 -1.219 1.345
O 0.067 -0.340 -3.655
H -0.872 -0.081 -3.587
H 0.429 -0.164 -2.761
O -0.847 -0.595 3.572
H -0.116 -1.253 3.600
H -0.500 0.224 3.971
```

Values from the calculation:
Energy above the lowest of the compared OMol25 structures with the same formula, charge and spin = 1.092 eV
Charge = 0
HOMO energy = -8.8 eV
HOMO-LUMO gap = 8.93 eV
DFT total energy = -1529.4395 hartree

Atomic partial charges in e from the Löwdin method, atoms 1 to 2: number 1, C, carries -0.20; number 2, C, carries -0.24